{
  "formula": "C25H20BF4P2PdS2",
  "method": "the ωB97M-V functional and the def2-TZVPD basis",
  "total_charge": -1,
  "multiplicity": 1,
  "homo_lumo_gap_ev": 6.97,
  "fmax_ev_per_a": 0.5,
  "elements": ["Pd", "S", "P", "C", "P", "S", "C", "C", "C", "C", "C", "C", "C", "C", "C", "C", "C", "C", "C", "C", "C", "C", "C", "C", "C", "C", "C", "C", "C", "C", "H", "H", "H", "H", "H", "H", "H", "H", "H", "H", "H", "H", "H", "H", "H", "H", "H", "H", "H", "H", "F", "B", "F", "F", "F"],
  "positions_angstrom": [[0.3190, 1.2058, -2.9863], [2.4429, 0.3349, -2.8023], [1.5235, -0.2361, -1.0695], [-0.0283, -0.3169, -1.7316], [-1.6442, -0.2107, -1.1857], [-2.9084, -0.0831, -2.6770], [-1.8625, -1.6748, -0.1082], [-1.4187, -1.7003, 1.2108], [-1.4591, -2.8779, 1.9438], [-1.9491, -4.0392, 1.3628], [-2.4049, -4.0177, 0.0512], [-2.3615, -2.8400, -0.6814], [-1.9491, 1.1914, -0.0412], [-1.2046, 2.3594, -0.1556], [-1.4763, 3.4539, 0.6515], [-2.4951, 3.3864, 1.5897], [-3.2517, 2.2271, 1.7060], [-2.9850, 1.1385, 0.8897], [2.0070, -1.7846, -0.2498], [1.3240, -2.9371, -0.6317], [1.6137, -4.1490, -0.0235], [2.6001, -4.2167, 0.9503], [3.3017, -3.0756, 1.3156], [3.0070, -1.8597, 0.7169], [1.8302, 1.0369, 0.2123], [1.3801, 0.8115, 1.5125], [1.4328, 1.8189, 2.4634], [1.9406, 3.0647, 2.1233], [2.3984, 3.2946, 0.8336], [2.3439, 2.2869, -0.1192], [-1.0497, -0.7905, 1.6680], [-1.1075, -2.8897, 2.9683], [-1.9791, -4.9592, 1.9339], [-2.7949, -4.9217, -0.4007], [-2.7124, -2.8040, -1.7067], [-0.3999, 2.4136, -0.8829], [-0.8886, 4.3571, 0.5463], [-2.7072, 4.2378, 2.2250], [-4.0578, 2.1743, 2.4279], [-3.5904, 0.2432, 0.9683], [0.5563, -2.8545, -1.3917], [1.0654, -5.0384, -0.3068], [2.8258, -5.1624, 1.4282], [4.0755, -3.1321, 2.0711], [3.5440, -0.9653, 1.0076], [0.9817, -0.1592, 1.7813], [1.0654, 1.6351, 3.4654], [1.9744, 3.8564, 2.8615], [2.7933, 4.2654, 0.5613], [2.6795, 2.4699, -1.1323], [-1.2870, 3.1554, -4.3509], [-0.0920, 3.3049, -5.0774], [0.0795, 4.5956, -5.5420], [0.9649, 3.0173, -4.1060], [-0.0055, 2.3597, -6.0872]]
}

---

{
  "formula": "C6H10N2S",
  "method": "the ωB97M-V functional and the def2-TZVPD basis",
  "total_charge": 0,
  "relative_energy_kj_mol": 350.5,
  "multiplicity": 1,
  "homo_lumo_gap_ev": [8.13, 7.40],
  "fmax_ev_per_a": 3.4,
  "elements": ["C", "C", "C", "C", "C", "C", "N", "N", "S", "H", "H", "H", "H", "H", "H", "H", "H", "H", "H"],
  "positions_angstrom": [[1.7359, 0.9132, -0.8787], [0.0293, -0.1609, 1.2632], [2.1782, -0.0787, 0.2666], [-0.6201, -0.7228, 0.0710], [-0.2600, -1.8616, -0.8099], [-2.2236, 1.4222, 0.5110], [1.3051, 0.0388, 1.4133], [0.5653, 0.9834, -1.2095], [-2.3128, -0.2458, -0.1445], [2.4548, 1.6287, -1.3189], [-0.5471, 0.2113, 2.0669], [2.3252, -1.0417, -0.2601], [3.0504, 0.2605, 0.7848], [-0.2671, -2.7129, -0.2161], [0.6259, -1.8225, -1.4519], [-1.0995, -1.9874, -1.5663], [-2.1199, 1.5125, 1.5954], [-3.1958, 1.7913, 0.0881], [-1.6243, 1.8723, -0.2044]]
}

---

{
  "formula": "C34H30BF6N11NaO3",
  "method": "the ωB97M-V functional and the def2-TZVPD basis",
  "total_charge": 0,
  "multiplicity": 2,
  "homo_lumo_gap_ev": [4.13, 6.06],
  "fmax_ev_per_a": 1.0,
  "elements": ["Na", "C", "C", "N", "N", "C", "B", "N", "C", "C", "C", "N", "N", "C", "C", "C", "N", "N", "C", "C", "C", "N", "H", "H", "H", "H", "H", "H", "H", "H", "H", "H", "H", "H", "C", "C", "N", "C", "C", "C", "O", "O", "C", "O", "C", "C", "C", "F", "C", "C", "C", "N", "C", "C", "N", "C", "C", "H", "H", "H", "H", "H", "H", "H", "H", "H", "H", "H", "H", "H", "H", "H", "H", "H", "H", "F", "C", "C", "C", "F", "C", "F", "C", "F", "C", "F"],
  "positions_angstrom": [[0.5259, 0.7515, 0.8682], [1.9638, 3.2431, 2.2408], [0.5539, 3.1862, 2.2024], [0.1060, 3.0610, 0.9608], [1.2235, 3.0182, 0.1715], [2.3428, 3.1282, 0.9262], [1.1623, 2.7420, -1.3601], [2.1690, 1.5744, -1.6427], [2.9298, 1.3035, -2.7230], [3.5567, 0.0949, -2.5147], [3.0992, -0.3155, -1.2517], [2.2601, 0.5659, -0.7344], [-0.2651, 2.3212, -1.7533], [-1.1266, 2.9104, -2.6024], [-2.2650, 2.1371, -2.6543], [-1.9914, 1.0702, -1.7808], [-0.7898, 1.1821, -1.2403], [1.5504, 4.0283, -2.1038], [1.5302, 5.2822, -1.5972], [1.8005, 6.1573, -2.6214], [1.9685, 5.3240, -3.7429], [1.8112, 4.0472, -3.4330], [2.6035, 3.3334, 3.1015], [-0.1507, 3.2076, 3.0180], [3.3190, 3.1137, 0.4702], [2.9567, 1.9926, -3.5501], [4.2377, -0.4126, -3.1755], [3.3476, -1.2043, -0.6894], [-0.8591, 3.8186, -3.1161], [-3.1509, 2.3137, -3.2396], [-2.6101, 0.2236, -1.5251], [1.3158, 5.4554, -0.5563], [1.8675, 7.2300, -2.5669], [2.1994, 5.5975, -4.7613], [-6.3264, -1.2896, 3.5979], [-5.2603, -2.3699, 3.7019], [-4.2515, -2.2616, 2.6568], [-3.1186, -1.5249, 2.9293], [-2.0749, -1.4405, 2.0647], [-0.8931, -0.5698, 2.4635], [-1.1547, 0.3955, 3.1964], [0.2167, -0.9251, 1.9850], [-2.1683, -2.1467, 0.8666], [-1.1738, -2.0399, -0.0820], [-3.3306, -2.8443, 0.5020], [-3.4880, -3.4877, -0.7421], [-4.6725, -4.1245, -1.0380], [-4.7812, -4.7729, -2.2289], [-5.7511, -4.1286, -0.1816], [-5.6132, -3.4890, 1.0657], [-4.4227, -2.8835, 1.4306], [-7.0079, -4.7342, -0.4890], [-7.4755, -4.7546, -1.8610], [-8.9834, -5.1022, -1.8254], [-9.4304, -4.9550, -0.3969], [-8.8178, -6.0452, 0.4435], [-7.2986, -5.9965, 0.1737], [-7.0923, -1.4237, 4.3638], [-6.8081, -1.3058, 2.6186], [-5.8832, -0.3023, 3.7293], [-5.6972, -3.3688, 3.6499], [-4.7413, -2.3074, 4.6574], [-3.1149, -0.9594, 3.8496], [-2.6873, -3.4832, -1.4673], [-6.4780, -3.4407, 1.7143], [-6.9619, -5.4916, -2.4843], [-7.3167, -3.7716, -2.3009], [-9.1852, -6.1352, -2.0998], [-9.5877, -4.4435, -2.4435], [-10.4410, -4.9036, -0.2951], [-8.9914, -4.0890, -0.0590], [-9.2785, -6.9824, 0.1401], [-9.0759, -5.8304, 1.4784], [-6.9934, -6.8558, -0.4371], [-6.7558, -6.0448, 1.1134], [-0.5822, -4.0498, 1.9115], [0.1798, -3.8637, 0.8323], [-0.1319, -2.9180, -0.1291], [0.6696, -2.8411, -1.2667], [0.3857, -1.9636, -2.2282], [1.7633, -3.6671, -1.4284], [2.5094, -3.5829, -2.5302], [2.0791, -4.5913, -0.4508], [3.1413, -5.3922, -0.5975], [1.2835, -4.6874, 0.6713], [1.5721, -5.5946, 1.6114]]
}

---

{
  "formula": "C3H6N2S2",
  "method": "the ωB97M-V functional and the def2-TZVPD basis",
  "total_charge": 0,
  "relative_energy_kj_mol": 286.9,
  "multiplicity": 3,
  "homo_lumo_gap_ev": [5.63, 5.43],
  "fmax_ev_per_a": 4.5,
  "elements": ["C", "C", "C", "N", "N", "S", "S", "H", "H", "H", "H", "H", "H"],
  "positions_angstrom": [[-1.7481, 0.0074, 0.7363], [0.5346, 1.9469, -0.2145], [0.8380, -1.8366, 0.0009], [-2.1836, -0.0540, 1.7893], [-1.1264, -0.1247, -0.5414], [-0.6824, 1.2460, -1.4682], [-0.7700, -1.7968, -0.8542], [0.4227, 2.9669, -0.2149], [1.5289, 1.7237, -0.5124], [0.1051, 1.5443, 0.7191], [1.6036, -1.2379, -0.5074], [0.9834, -2.9440, 0.1397], [0.4943, -1.4412, 0.9276]]
}

---

{
  "formula": "C5H8FN3O",
  "method": "the ωB97M-V functional and the def2-TZVPD basis",
  "total_charge": 0,
  "relative_energy_kj_mol": 141.2,
  "multiplicity": 1,
  "homo_lumo_gap_ev": [8.50, 8.51],
  "fmax_ev_per_a": 4.0,
  "elements": ["C", "C", "C", "C", "C", "N", "N", "N", "O", "F", "H", "H", "H", "H", "H", "H", "H", "H"],
  "positions_angstrom": [[-3.4029, 1.3870, 0.4113], [-3.1757, -0.4409, -0.5801], [2.7597, 0.4499, 0.4264], [3.1842, -0.7988, 0.4048], [-1.0553, -1.0040, 0.6001], [-4.1296, 0.6555, -0.4029], [-2.2521, 0.9158, 0.9539], [-2.0452, -0.2385, 0.3521], [4.3308, -1.0982, -0.3894], [-0.9681, -2.2487, -0.0148], [-3.7770, 2.3664, 0.8718], [-3.5592, -1.4882, -0.2720], [-2.6961, -0.5878, -1.6239], [1.8191, 0.5319, 0.9683], [3.3555, 1.1558, -0.0975], [2.6933, -1.6232, 0.8051], [-0.2728, -0.7810, 1.2268], [4.8185, -1.7431, 0.1362]]
}

---

{
  "formula": "C12H23BI2NO2",
  "method": "the ωB97M-V functional and the def2-TZVPD basis",
  "total_charge": -1,
  "multiplicity": 1,
  "homo_lumo_gap_ev": 6.98,
  "fmax_ev_per_a": 0.7,
  "elements": ["C", "C", "C", "C", "N", "B", "C", "C", "C", "C", "O", "C", "O", "C", "I", "C", "C", "I", "H", "H", "H", "H", "H", "H", "H", "H", "H", "H", "H", "H", "H", "H", "H", "H", "H", "H", "H", "H", "H", "H", "H"],
  "positions_angstrom": [[2.4849, -2.0864, 2.4893], [2.7940, -1.6964, 1.0346], [1.5888, -1.8370, 0.1040], [1.5822, -0.8422, -1.0638], [1.5679, 0.5448, -0.6251], [0.8287, 1.4782, -1.6240], [-0.7854, 1.1334, -1.7452], [-1.4676, 0.5879, -0.4813], [-2.6743, -0.3400, -0.7486], [-2.5289, -1.6448, 0.0123], [-3.7238, -2.4684, -0.0984], [-4.7583, -2.1152, 0.6593], [-4.7051, -1.7223, 1.7916], [1.0578, 3.0724, -1.2257], [1.4193, 4.2989, -2.9188], [1.0080, 3.6204, -0.0119], [0.7459, 2.8230, 1.2517], [1.2588, 5.6957, 0.4109], [2.0686, -1.2273, 3.0250], [3.3948, -2.3819, 3.0196], [1.7531, -2.8969, 2.5397], [3.6283, -2.3118, 0.6775], [3.1464, -0.6602, 1.0285], [1.5367, -2.8665, -0.2754], [0.6754, -1.6686, 0.6900], [0.6892, -1.0431, -1.6663], [2.4519, -1.0644, -1.7066], [2.5303, 0.8624, -0.5752], [1.3060, 1.3314, -2.7582], [-1.3198, 2.0287, -2.0918], [-0.9018, 0.3999, -2.5568], [-1.8552, 1.4424, 0.0856], [-0.7338, 0.0828, 0.1555], [-2.7445, -0.5665, -1.8190], [-3.6194, 0.1451, -0.4764], [-2.2959, -1.4692, 1.0639], [-1.7363, -2.2473, -0.4364], [-5.7190, -2.2499, 0.1427], [1.5048, 2.0469, 1.3676], [0.7829, 3.4639, 2.1339], [-0.2355, 2.3480, 1.2219]]
}

---

{
  "formula": "C6H10ClF",
  "method": "the ωB97M-V functional and the def2-TZVPD basis",
  "total_charge": 0,
  "relative_energy_kj_mol": 34.4,
  "smiles": "C[C@@H]1C[C@@H](F)[C@@H]1CCl",
  "multiplicity": 1,
  "homo_lumo_gap_ev": 11.40,
  "fmax_ev_per_a": 2.0,
  "elements": ["C", "C", "C", "C", "F", "C", "C", "Cl", "H", "H", "H", "H", "H", "H", "H", "H", "H", "H"],
  "positions_angstrom": [[1.2235, -1.5371, -0.1030], [0.8642, -0.1339, -0.4559], [1.0609, 1.0001, 0.5801], [-0.3584, 1.5752, 0.2958], [-0.4420, 2.7654, -0.4214], [-0.6753, 0.3170, -0.5809], [-1.6714, -0.6414, 0.0261], [-3.3603, 0.0630, 0.0124], [2.3142, -1.5854, 0.1257], [0.9667, -2.2470, -0.8936], [0.7150, -1.8732, 0.8077], [1.3768, 0.1070, -1.4201], [1.2935, 0.6037, 1.5774], [1.8707, 1.6921, 0.2799], [-1.0202, 1.6731, 1.1734], [-0.9873, 0.6117, -1.5744], [-1.4060, -0.7902, 1.0536], [-1.7647, -1.6002, -0.4828]]
}

---

{
  "formula": "C26H49BrNO2",
  "method": "the ωB97M-V functional and the def2-TZVPD basis",
  "total_charge": -1,
  "smiles": "C=CN(CCCCCCCCCC)[C@](CCCCCCCCC)(C(=O)[O-])[C@H](Br)CC",
  "multiplicity": 1,
  "homo_lumo_gap_ev": 6.79,
  "fmax_ev_per_a": 3.3,
  "elements": ["C", "C", "N", "C", "C", "C", "C", "C", "C", "C", "C", "C", "C", "C", "C", "C", "C", "C", "C", "C", "C", "C", "C", "C", "O", "O", "C", "Br", "C", "C", "H", "H", "H", "H", "H", "H", "H", "H", "H", "H", "H", "H", "H", "H", "H", "H", "H", "H", "H", "H", "H", "H", "H", "H", "H", "H", "H", "H", "H", "H", "H", "H", "H", "H", "H", "H", "H", "H", "H", "H", "H", "H", "H", "H", "H", "H", "H", "H", "H"],
  "positions_angstrom": [[-3.6920, 3.2200, 2.1040], [-3.4827, 2.6174, 0.9221], [-2.7382, 1.3961, 0.6934], [-1.5760, 1.2551, 1.5774], [-0.5157, 2.4156, 1.3888], [0.4311, 2.1440, 0.1643], [1.4077, 0.9634, 0.5503], [2.8991, 1.1656, 0.0904], [3.9115, 0.6745, 1.2017], [4.4551, -0.7820, 0.9570], [3.3340, -1.8698, 0.7527], [2.9059, -2.5282, 2.1376], [1.3736, -2.2804, 2.4366], [-3.5924, 0.1681, 0.5839], [-3.2262, -0.5042, -0.8247], [-1.8527, -1.2519, -0.8600], [-1.5193, -1.4919, -2.4036], [-0.9848, -0.1497, -3.0754], [0.5695, -0.2736, -3.3753], [1.2795, 1.1100, -3.5004], [2.8329, 1.0573, -3.8517], [3.3917, -0.3523, -4.2515], [3.8238, -1.2606, -3.0522], [-5.0964, 0.6622, 0.3887], [-5.9317, 0.6947, 1.3034], [-5.4255, 1.0001, -0.8079], [-3.4118, -0.8964, 1.7126], [-4.5640, -2.4711, 1.2261], [-3.8735, -0.4588, 3.1471], [-2.9772, -1.0278, 4.2983], [-3.5739, 2.7579, 3.1009], [-4.0442, 4.2753, 2.0731], [-3.9085, 3.1086, 0.0187], [-1.0042, 0.3100, 1.4645], [-1.8763, 1.3269, 2.6616], [0.1416, 2.3473, 2.2993], [-0.9731, 3.4262, 1.3953], [1.0141, 3.0509, -0.1212], [-0.1789, 1.8627, -0.7321], [0.9931, 0.0361, 0.0738], [1.4210, 0.7635, 1.6460], [3.0500, 0.5695, -0.8442], [3.1308, 2.2448, -0.0935], [3.4522, 0.6735, 2.2236], [4.8107, 1.3381, 1.2696], [5.1209, -0.7805, 0.0628], [5.0426, -1.1028, 1.8556], [2.4555, -1.4884, 0.1904], [3.7872, -2.7093, 0.1632], [3.5229, -2.1291, 2.9797], [3.0376, -3.6338, 2.1087], [0.7598, -2.6735, 1.5862], [1.1394, -1.1973, 2.5249], [1.0956, -2.8692, 3.3434], [-4.0666, -1.1115, -1.2245], [-3.1317, 0.3651, -1.5212], [-1.9211, -2.2859, -0.4292], [-0.9877, -0.6768, -0.4603], [-0.7058, -2.2556, -2.5046], [-2.4572, -1.7937, -2.9273], [-1.5564, 0.0749, -4.0137], [-1.2035, 0.7168, -2.3969], [0.6493, -0.8219, -4.3412], [0.9831, -0.8525, -2.5112], [1.1948, 1.7097, -2.5573], [0.7830, 1.7445, -4.2812], [3.4072, 1.4298, -2.9659], [3.0037, 1.7605, -4.7040], [2.7145, -0.8966, -4.9561], [4.3246, -0.1621, -4.8500], [4.7071, -0.7929, -2.5445], [4.1007, -2.2594, -3.4721], [3.0489, -1.3975, -2.2681], [-2.3870, -1.3167, 1.7960], [-3.8961, 0.6598, 3.1561], [-4.9333, -0.7679, 3.2788], [-3.1313, -0.4447, 5.2430], [-3.2256, -2.1013, 4.5023], [-1.8844, -0.9772, 4.0691]]
}